Entry 1:
Density functional theory data (ωB97M-V/def2-TZVPD) for a structure of composition C26H29As2O8S4SiZr.

Geometry as XYZ:
```
71
Properties=species:S:1:pos:R:3:mulliken_charge:R:1
Zr 1.11984 -0.70482 1.14155 -0.8906
S 2.34134 -0.73872 3.30285 -0.1868
S 1.31344 1.00568 3.68575 0.1108
S 2.69394 2.48678 3.38715 -0.0376
S 2.80664 2.76198 1.34955 -0.1212
C 2.15354 -2.36682 -1.53845 -0.0871
C 1.73344 -1.06552 -1.80135 -0.4451
C 2.29204 0.00008 -1.09315 0.0393
C 3.25344 -0.21952 -0.08175 0.2906
C 3.65354 -1.54512 0.16555 0.1257
C 3.12764 -2.60132 -0.57335 -1.0003
Si 4.23474 1.26028 0.64295 0.2316
C 5.03054 2.07868 -0.85585 0.5968
C 6.37924 1.90048 -1.15555 -0.5003
C 6.93104 2.47098 -2.28865 -0.5618
C 6.14394 3.21768 -3.15015 -0.4245
C 4.80164 3.40968 -2.86105 -0.9298
C 4.25224 2.85288 -1.72225 0.0379
H 1.74704 -3.18672 -2.11795 0.5001
H 1.02764 -0.88422 -2.61135 0.4320
H 2.03724 1.01768 -1.38185 -0.0339
H 4.42384 -1.73242 0.91105 0.4947
H 3.48704 -3.60822 -0.40805 0.4580
H 5.09084 0.79868 1.73415 -0.0931
H 6.99254 1.31348 -0.48845 0.3665
H 7.98034 2.33368 -2.49565 0.4006
H 6.56924 3.65238 -4.04255 0.3934
H 4.18274 4.00298 -3.51725 0.4058
H 3.21024 3.03538 -1.49305 0.2340
C 1.65134 -3.54512 1.95905 -1.1286
O 1.01784 -2.57302 1.17245 0.2966
C -1.07456 -1.84492 2.66975 0.8898
O -0.98186 -2.76972 3.37775 -0.4649
C -1.20886 -0.91192 1.77895 -0.4777
C -1.57746 0.51098 1.82995 -0.1298
As -3.44036 1.02548 1.80515 0.1968
C -4.16796 -0.56152 2.73925 -1.0458
C -3.72716 0.23668 -0.01315 1.2543
C -3.00806 -0.71672 -0.61525 0.1321
As -1.16606 -1.44362 -0.17545 1.4152
C -1.73086 -3.34722 -0.10765 -1.1939
C -3.13056 -1.25672 -2.00415 -0.0150
O -2.07856 -1.31252 -2.63385 -0.5699
O -4.20166 -1.79712 -2.51265 -0.3476
C -5.42736 -1.93092 -1.81345 -0.7105
C -4.90086 0.89378 -0.64245 -0.1621
O -5.07626 1.04098 -1.82245 -0.5577
O -5.73676 1.32248 0.31075 -0.3565
C -6.89896 2.02658 -0.12555 -0.7396
C -0.75646 1.37818 1.17985 -0.1380
O 0.44944 1.05318 0.75995 0.5812
O -1.25216 2.61208 0.95935 -0.4457
C -0.36926 3.64938 0.56965 -0.6773
H 1.63294 -4.51252 1.44055 0.2065
H 1.13744 -3.66422 2.92255 0.3404
H 2.69524 -3.26262 2.16965 0.3826
H -3.90686 -0.51502 3.79625 0.3915
H -3.78676 -1.48492 2.30085 0.2096
H -5.25286 -0.55712 2.66275 0.2874
H -2.64706 -3.50542 0.47075 0.3469
H -0.91216 -3.92132 0.32835 0.2994
H -1.88996 -3.69722 -1.13155 0.4629
H -6.06556 -1.07612 -2.03335 0.2586
H -5.27046 -2.02262 -0.73535 0.3394
H -5.89486 -2.83092 -2.20785 0.3305
H -7.30476 2.51868 0.75395 0.2659
H -7.63506 1.33058 -0.53395 0.2864
H -6.63286 2.75238 -0.89675 0.3327
H -1.00326 4.50738 0.35995 0.2976
H 0.18554 3.36618 -0.32765 0.2919
H 0.33354 3.89028 1.37245 0.2588
```

LUMO energy   -3.6 eV
DFT total energy   -8010.75132 a.u.
Energy above the lowest of the compared OMol25 structures with the same formula, charge and spin   60.5 kJ/mol
E_HOMO   -10.91 eV
Spin multiplicity   1
Total charge   +1



Entry 2:
Density functional theory data (ωB97M-V/def2-TZVPD) for a structure of composition C4H6N2O.

Geometry as XYZ:
```
13
Properties=species:S:1:pos:R:3:mulliken_charge:R:1
N 1.32344 -0.10601 -1.93984 -0.4093
C 1.54080 0.96065 -1.18474 -0.1494
O 0.77366 1.33317 -0.15170 -0.3022
C -0.49155 0.70795 0.07765 -0.8289
C -0.33844 -0.43995 1.07932 -0.1212
C -1.63952 -1.00019 1.45487 0.1689
N -2.67745 -1.42354 1.73895 -0.3793
H 0.64696 -0.84085 -1.67756 0.2353
H 2.48534 0.25725 -1.67508 0.4852
H -0.94323 0.36706 -0.86046 0.4355
H -1.12924 1.48971 0.49573 0.3434
H 0.28649 -1.23775 0.66438 0.2509
H 0.16274 -0.06749 1.97848 0.2711
```

LUMO energy   0.6 eV
DFT total energy   -340.61707 a.u.
Energy above the lowest of the compared OMol25 structures with the same formula, charge and spin   466.9 kJ/mol
E_HOMO   -9.45 eV
Spin multiplicity   1
Total charge   0



Entry 3:
Density functional theory data (ωB97M-V/def2-TZVPD) for the molecule C17H27BFO6P.

Geometry as XYZ:
```
53
Properties=species:S:1:pos:R:3:mulliken_charge:R:1
C -1.75859 4.87591 0.60669 -1.1320
C -2.22790 3.90350 1.69174 -0.4470
C -1.10532 3.03101 2.25509 -0.5626
C -0.29656 2.34739 1.16595 -0.6588
O 0.57389 1.36119 1.71060 -0.6222
P 0.51889 -0.20647 1.05299 1.6127
F 0.54820 -1.84084 0.42403 -0.5720
C -1.22768 -0.51364 1.53848 -1.1327
O -2.09670 -0.59663 0.41222 -0.1430
C -3.31769 -1.10842 0.66012 0.6630
C -4.05942 -1.41262 -0.60833 -1.1214
O -3.74917 -1.27038 1.77144 -0.5618
C 1.14341 0.28919 -0.59826 -1.4642
C 0.21124 0.16027 -1.78933 0.6239
O -0.90508 0.61636 -1.77646 -0.5462
C 0.76683 -0.46332 -3.02734 0.1791
C 1.53898 -1.62054 -2.98278 -0.2439
C 2.03016 -2.17153 -4.15467 -0.7203
C 1.77158 -1.55379 -5.37180 -0.4088
C 0.99917 -0.40369 -5.41986 -0.5491
C 0.49040 0.13948 -4.25216 -0.4098
B 1.86384 -0.74163 2.36497 0.5641
O 3.08033 -0.09000 2.33506 -0.5584
O 1.56758 -1.69230 3.28915 -0.5378
C 1.78731 -3.07742 3.01241 -0.0964
C 3.13239 -3.38181 2.38326 -1.0762
H -0.83006 5.37611 0.88241 0.2978
H -1.57600 4.34408 -0.32842 0.2340
H -2.52578 5.61806 0.39351 0.3741
H -2.67179 4.47438 2.50656 0.4063
H -2.98946 3.25426 1.25448 0.2346
H -0.42762 3.66092 2.83620 0.3270
H -1.52830 2.28764 2.93072 0.2427
H 0.32234 3.10251 0.67202 0.4391
H -0.95328 1.93140 0.39221 0.3176
H -1.22274 -1.47651 2.05129 0.6521
H -1.56802 0.22691 2.25596 0.4127
H -4.65835 -2.30363 -0.45487 0.3416
H -3.37377 -1.52054 -1.44248 0.2526
H -4.71895 -0.57166 -0.82115 0.2960
H 2.00697 -0.35087 -0.77204 0.6775
H 1.51767 1.31323 -0.59343 0.5344
H 1.72679 -2.09359 -2.02761 0.4755
H 2.62308 -3.07465 -4.11040 0.4077
H 2.17494 -1.97452 -6.28249 0.3774
H 0.79180 0.07286 -6.36754 0.3908
H -0.11699 1.03374 -4.27009 0.4296
H 3.61528 -0.36951 1.58491 0.3413
H 1.69980 -3.60433 3.96049 0.4072
H 0.99230 -3.45209 2.36573 0.1578
H 3.13683 -3.19163 1.30894 0.2027
H 3.94159 -2.84460 2.87449 0.2805
H 3.33162 -4.44725 2.50736 0.4111
```

LUMO energy   0.4 eV
DFT total energy   -1581.59742 a.u.
E_HOMO   -9.67 eV
Spin multiplicity   1
Total charge   0
Structure (SMILES)   CCCCOP(F)(COC(C)=O)(CC(=O)c1ccccc1)B(O)OCC



Entry 4:
Density functional theory data (ωB97M-V/def2-TZVPD) for a structure of composition C11H16BF3N6O2SSc.

Geometry as XYZ:
```
41
Properties=species:S:1:pos:R:3:mulliken_charge:R:1
Sc 0.80787 0.45522 -0.22694 0.4170
B 2.81861 0.89515 1.57345 0.0451
N 3.46113 -0.02728 0.48926 0.1428
C 4.69681 -0.48905 0.31407 -0.1655
C 4.71796 -1.30076 -0.81423 -0.9659
C 3.41670 -1.28028 -1.28674 -0.3312
N 2.65389 -0.51302 -0.49627 0.1951
N 1.76618 0.06255 2.35869 -0.1883
C 1.84568 -0.63020 3.49248 -0.1343
C 0.62660 -1.25953 3.71168 -1.0031
C -0.15578 -0.90079 2.62598 -0.1256
N 0.53011 -0.09052 1.80959 0.2458
H 3.64859 1.37078 2.28256 -0.0532
H 2.15607 1.75624 0.97365 0.0796
H 5.48528 -0.21041 0.99310 0.4661
H 5.55960 -1.82565 -1.22798 0.4144
H 2.99067 -1.77027 -2.14742 0.5027
H 2.75285 -0.62962 4.07328 0.4647
H 0.35062 -1.88628 4.54029 0.4158
H -1.16827 -1.18071 2.38759 0.4582
C -4.95594 -1.63519 -0.48436 -1.0219
N -3.51006 -1.72260 -0.67611 -0.2201
C -2.58221 -0.77086 -0.71971 0.8691
S -0.94870 -1.36060 -0.86687 -0.3528
N -2.85449 0.52433 -0.67501 0.0140
C -4.13409 1.22447 -0.79299 -1.1110
H -5.28736 -2.59688 -0.10252 0.3506
H -5.47833 -1.43341 -1.41777 0.3363
H -5.20733 -0.88001 0.25330 0.3580
H -3.13270 -2.64894 -0.80357 0.2487
H -2.04266 1.12639 -0.70575 0.2027
H -4.79752 0.72173 -1.48947 0.4154
H -3.91605 2.21131 -1.19369 0.3449
H -4.62362 1.34135 0.17207 0.3340
F 1.46551 2.47113 -3.77119 -0.2102
C 1.13309 2.02145 -2.60263 0.7889
F 0.94942 0.64863 -2.66524 -0.1886
F 2.17354 2.14726 -1.73051 -0.2075
C -0.12735 2.61546 -1.93323 0.3814
O -0.75887 3.49923 -2.41157 -0.5153
O -0.32546 1.95017 -0.80929 -0.6966
```

LUMO energy   -3.1 eV
DFT total energy   -2391.15113 a.u.
Energy above the lowest of the compared OMol25 structures with the same formula, charge and spin   33.9 kJ/mol
E_HOMO   -12.47 eV
Spin multiplicity   1
Total charge   +1